123
Properties=species:S:1:pos:R:3:forces:R:3 method="wB97M-V/def2-TZVPD" gap_ev=9.83 largest_force_ev_per_a=16.878 e_lumo_ev=-1.92 charge=+1
C 0.55949 0.74855 2.25875 -3.94 -4.46 -2.15
C 0.55015 0.95509 0.64139 -5.22 -3.88 3.09
C 0.20308 -0.50028 0.02072 2.00 5.86 -1.57
N -0.16977 -0.37535 -1.40999 3.24 0.08 -0.04
C 1.09631 0.18730 -2.13418 -1.56 -2.26 -4.05
C -1.36221 0.45809 -1.63951 -1.08 -1.35 0.69
C -1.85652 0.01592 -2.92907 1.43 -4.21 -1.31
C -1.23308 -1.44836 -3.26636 1.98 1.44 -0.34
C -0.49449 -1.78673 -1.93152 -3.37 0.69 -0.26
H 0.81497 1.61019 2.61539 1.57 5.25 2.38
H 1.28528 0.02171 2.60414 0.00 -0.37 -0.13
H -0.56052 0.51656 2.82043 3.08 0.42 -2.15
H 1.45117 1.23925 0.29647 2.92 1.52 -1.04
H -0.33896 1.63871 0.47070 1.40 -0.62 -0.25
H -0.55084 -0.92448 0.46206 -4.73 -1.87 2.71
H 0.92935 -1.20906 0.08009 2.81 -1.56 0.12
H 0.95615 0.11937 -3.32654 -0.08 -0.71 2.52
H 1.99892 -0.36589 -1.91977 -0.16 -0.25 0.53
H 1.23246 1.21333 -2.19087 -0.19 2.14 1.50
H -1.32890 1.52811 -1.76487 0.97 0.38 1.26
H -2.16230 0.08047 -0.98491 0.86 0.78 0.88
H -1.62823 0.71730 -3.61758 0.47 1.93 -2.83
H -2.85256 -0.10519 -2.77149 -3.12 -0.25 -0.49
H -0.48396 -1.48018 -4.12104 -0.32 0.95 1.04
H -1.88030 -2.16293 -3.72245 -1.25 -0.61 0.84
H 0.32052 -2.45766 -1.93353 1.39 -0.09 -0.31
H -1.22632 -2.28334 -1.21852 0.68 1.02 -0.51
C 2.84675 3.20044 -4.92501 -3.07 0.96 -0.50
C 1.55841 3.27247 -4.14283 -2.51 -2.10 -0.75
N 0.51463 3.11156 -3.63403 2.41 0.70 -0.89
H 3.45083 3.06738 -4.12235 2.94 -1.45 1.77
H 2.95499 2.62170 -5.88278 -0.47 0.37 1.47
H 2.97063 4.23776 -5.04808 0.67 1.49 -1.21
C -1.12927 -6.24779 2.57280 -5.08 -1.33 -3.33
C -1.22870 -5.18162 1.47394 0.79 -10.70 10.89
N -1.29974 -4.45383 0.69411 -0.87 8.83 -9.25
H -1.24032 -7.36984 2.26146 -0.42 2.23 -0.43
H -0.24217 -6.33449 2.93934 5.79 0.45 2.27
H -1.82183 -6.15288 3.40217 -0.26 0.61 -0.21
C 5.04964 -2.45166 0.15273 -0.81 -5.53 -10.13
C 3.74900 -2.62812 -0.63734 -3.78 0.58 -2.85
N 2.73907 -2.73711 -1.28290 4.87 0.44 3.24
H 4.90695 -1.83170 0.79939 -1.31 6.71 7.95
H 5.16498 -3.44701 0.34423 1.05 -2.50 1.88
H 5.83941 -2.20846 -0.55612 -0.08 0.34 0.01
C -5.11559 -3.71429 0.45362 3.46 -2.61 -2.66
C -4.75351 -2.64574 -0.47667 1.91 0.69 -1.68
N -4.34223 -1.83664 -1.20861 -0.92 -1.31 1.33
H -4.32832 -3.96521 1.19311 -0.09 0.16 -0.89
H -5.82182 -3.29892 0.95990 -4.84 2.17 3.57
H -5.53565 -4.63337 -0.03432 0.67 0.94 0.23
C -1.88214 0.93767 -6.98082 -0.55 0.04 3.25
C -3.36905 0.81056 -6.67472 1.25 -0.08 -0.23
N -4.48989 0.68828 -6.44703 0.34 0.09 -0.01
H -1.58626 2.02730 -6.61733 -0.26 -2.47 -0.94
H -1.33037 0.07225 -6.33550 -1.17 2.30 -1.62
H -1.76988 0.76394 -8.03333 0.41 0.12 -0.41
C -0.44995 -4.33245 -5.99179 -2.16 -2.68 -2.08
C -0.83094 -5.23053 -7.21833 1.07 2.98 2.55
N -1.14787 -5.80222 -8.15256 -0.20 -0.61 -0.55
H -1.22941 -4.38277 -5.27298 -0.49 -0.80 0.89
H 0.49111 -4.50408 -5.62604 2.16 -1.82 1.18
H -0.32013 -3.31996 -6.05428 -0.38 2.92 -1.98
C -5.37964 1.90036 -3.45325 -1.60 -3.05 1.96
C -4.60184 2.32798 -2.26450 -6.98 -4.04 -7.96
N -4.06616 2.66020 -1.38519 5.42 3.18 8.19
H -5.13294 2.68108 -4.01014 2.35 2.38 -4.28
H -5.22927 0.78702 -3.74558 0.13 2.42 0.10
H -6.46528 2.19027 -3.62787 0.64 -0.91 1.92
C -3.35308 -0.64526 2.28320 1.69 -1.27 0.46
C -4.09301 0.35842 1.50241 -4.22 1.49 0.75
O -3.21980 1.29033 1.00303 3.31 -1.61 0.84
H -3.93390 -1.36239 2.87020 -0.51 0.10 -0.51
H -2.87906 -0.04939 3.08510 0.56 -0.49 -0.52
H -2.62507 -1.24842 1.66106 -0.46 0.76 0.76
H -4.71870 0.88410 2.34989 0.34 -0.82 -1.69
H -4.81471 -0.01990 0.69133 1.04 0.28 1.19
H -3.47140 2.06215 0.56467 -1.70 1.54 -1.22
C 1.23889 -3.21267 2.86272 0.64 3.48 1.98
C 2.42678 -2.96350 3.86617 0.14 0.10 -0.28
O 3.07397 -1.84419 3.32516 -9.79 -6.96 -10.98
H 1.51840 -3.08589 1.80908 0.10 -1.00 0.42
H 0.45019 -2.42654 3.05566 0.81 -0.56 -0.20
H 0.87659 -4.04898 3.33285 -1.50 -2.85 -0.40
H 3.12187 -3.90834 3.86273 -1.16 1.65 0.30
H 2.12194 -2.62911 4.92945 0.06 -1.33 -1.55
H 3.58186 -1.48144 3.80761 10.74 7.51 10.64
C -2.42420 4.78310 0.78840 0.78 -0.70 -0.21
C -1.92784 4.65023 2.20486 -0.79 1.15 0.01
O -0.48998 5.03336 2.41892 -2.43 -1.21 2.59
H -2.25628 5.79003 0.46058 0.80 0.40 -0.79
H -3.55131 4.78512 0.77222 1.13 -0.99 -0.02
H -1.85852 3.94929 0.23142 -1.40 1.54 -0.08
H -2.33905 3.71277 2.48644 1.46 -2.05 0.64
H -2.66882 5.17886 2.78301 0.60 1.62 0.79
H -0.37719 4.98815 3.44935 -0.12 0.16 -2.97
C 5.53539 0.74947 2.77663 -2.04 3.06 0.84
C 4.17304 1.32833 2.08561 -0.44 -5.82 10.00
O 3.59472 2.38054 2.71864 2.08 0.73 3.55
H 6.43125 1.49811 2.72406 -1.89 -1.08 0.88
H 5.86469 -0.04194 2.17238 0.19 -1.53 -0.61
H 5.07418 0.41209 3.77766 1.86 0.51 -1.12
H 3.50305 0.43467 2.17584 0.32 0.43 -0.74
H 4.37444 1.59633 1.25361 2.45 2.69 -11.17
H 2.83596 2.64209 2.28448 -2.51 1.12 -1.70
C 1.82063 -0.99563 7.16365 -0.74 -3.70 3.93
C 2.10177 0.02272 6.16915 -1.50 1.63 3.05
O 3.48147 0.03154 5.91777 -0.44 3.43 -1.83
H 0.74152 -1.05189 7.59218 1.68 0.37 -1.06
H 2.48041 -0.93544 8.08189 -0.69 0.76 -0.83
H 2.10384 -2.05391 6.94012 -0.49 0.60 -0.74
H 1.88038 0.98490 6.90282 -0.06 -1.52 -2.69
H 1.41334 -0.15486 5.32279 0.54 0.85 -0.14
H 3.44131 1.02165 5.63956 1.69 -2.41 0.20
C 3.45538 4.36398 -0.64168 -0.32 3.20 0.79
C 1.96733 4.36052 -0.46087 0.49 -6.42 0.20
O 1.69096 3.96363 0.94000 4.56 -1.37 -3.30
H 3.83605 3.39417 -0.64915 0.82 -1.63 0.87
H 3.70535 5.05287 0.23445 0.89 -1.31 -1.12
H 3.87087 4.79061 -1.57833 -0.77 0.23 0.42
H 1.47648 3.65856 -1.25616 0.73 0.07 1.69
H 1.47495 5.14329 -0.76187 -2.23 5.31 -0.67
H 0.89752 4.26572 1.22488 -4.13 1.77 1.37